{
  "formula": "C3H9N2O2P",
  "method": "ωB97M-V/def2-TZVPD",
  "species": ["C", "P", "C", "N", "O", "H", "H", "H", "H", "H", "H", "H", "H", "N", "C", "O", "H"],
  "xyz": [[1.519508, 0.165688, 1.157446], [-0.166273, -0.165665, 0.492738], [0.029079, -0.352932, -1.312491], [-1.126830, 1.205753, 0.614146], [-0.799450, -1.312717, 1.162758], [1.980849, 1.034588, 0.698848], [1.431605, 0.306016, 2.232283], [2.127041, -0.715946, 0.973324], [0.485733, 0.526932, -1.757128], [0.638381, -1.230115, -1.513241], [-0.963579, -0.503405, -1.730956], [-0.753324, 2.088460, 0.303591], [-1.606035, 1.271289, 1.499471], [-3.382397, -1.182522, -0.014764], [-3.794004, -0.066408, -0.007643], [-4.348583, 0.946222, -0.118389], [-2.563423, -1.587749, 0.401266]],
  "atomic_forces_ev_per_a": [[-0.872, -0.228, -0.252], [0.958, 0.764, -0.788], [-0.087, -0.005, 0.717], [0.322, -0.377, 0.092], [-0.308, -0.605, 0.351], [0.032, 0.123, -0.059], [0.007, 0.060, 0.063], [0.099, -0.078, -0.037], [0.061, 0.095, -0.058], [0.096, -0.044, -0.032], [-0.055, 0.006, -0.034], [-0.038, 0.110, -0.017], [-0.053, 0.146, 0.083], [-0.010, -0.975, -0.208], [-0.365, -0.084, -0.287], [-0.300, 1.063, 0.111], [0.514, 0.028, 0.355]],
  "max_force_ha_per_bohr": 0.028,
  "lumo_energy_ev": 0.5,
  "homo_lumo_gap_ev": 10.81,
  "de_lowest_ev": 0.3042,
  "smiles": "CP(C)(N)=O.N=C=O"
}